(1)
{"formula": "C6H4O", "method": "ωB97M-V with the def2-TZVPD basis set", "smiles": "C#CC(=O)C#CC", "max_force_ev_per_a": 0.6, "homo_ev": -10.2, "total_energy_ev": -8330.157, "multiplicity": 1, "de_lowest_kcal_mol": 52.7, "species": ["C", "C", "C", "O", "C", "C", "C", "H", "H", "H", "H"], "coordinates": [[-0.8284, 2.2715, -2.3589], [-1.1092, 1.5256, -1.4556], [-1.4946, 0.6307, -0.3688], [-2.6493, 0.5316, -0.0074], [-0.4172, -0.1262, 0.2430], [0.4404, -0.7825, 0.7828], [1.4633, -1.5851, 1.4473], [-0.5884, 2.9348, -3.1617], [1.2447, -2.6509, 1.3269], [1.4826, -1.3635, 2.5189], [2.4560, -1.3859, 1.0334]]}

=====

(2)
{"formula": "C27H26N4O5", "method": "ωB97M-V with the def2-TZVPD basis set", "smiles": "COc1ccc(-n2nc(C(=O)NCC(=O)N(C)Cc3ccccc3)c3ccccc3c2=O)cc1OC", "max_force_ev_per_a": 1.1, "homo_ev": -8.0, "total_energy_ev": -44619.170, "multiplicity": 1, "de_lowest_kcal_mol": 9.9, "species": ["C", "O", "C", "C", "C", "C", "N", "N", "C", "C", "O", "N", "C", "C", "O", "N", "C", "C", "C", "C", "C", "C", "C", "C", "C", "C", "C", "C", "C", "C", "C", "O", "C", "C", "O", "C", "H", "H", "H", "H", "H", "H", "H", "H", "H", "H", "H", "H", "H", "H", "H", "H", "H", "H", "H", "H", "H", "H", "H", "H", "H", "H"], "coordinates": [[5.0170, -2.6344, 0.0845], [3.9842, -2.9485, -0.8244], [2.9716, -2.0783, -1.0796], [2.1939, -2.4177, -2.1837], [1.1179, -1.6561, -2.5914], [0.8068, -0.5133, -1.8761], [-0.2630, 0.3380, -2.2612], [-1.0414, 0.7445, -1.2624], [-1.9716, 1.6258, -1.4518], [-2.7494, 1.9929, -0.2271], [-3.0774, 3.1302, 0.0504], [-3.0312, 0.9255, 0.5477], [-3.6636, 1.0387, 1.8395], [-2.9208, 0.2397, 2.9105], [-3.5055, -0.6054, 3.5619], [-1.6056, 0.5014, 3.0736], [-0.8662, 1.5199, 2.3680], [-0.8289, -0.3820, 3.9209], [0.0464, -1.3290, 3.1367], [-0.3802, -1.8538, 1.9233], [0.4048, -2.7574, 1.2311], [1.6227, -3.1609, 1.7517], [2.0586, -2.6391, 2.9571], [1.2787, -1.7229, 3.6415], [-2.2188, 2.2239, -2.7350], [-3.1948, 3.1982, -2.9732], [-3.3689, 3.6962, -4.2444], [-2.5849, 3.2383, -5.3029], [-1.6186, 2.2824, -5.0851], [-1.4261, 1.7651, -3.8030], [-0.3753, 0.7685, -3.5841], [0.3667, 0.3500, -4.4490], [1.5547, -0.1622, -0.7584], [2.6342, -0.9252, -0.3415], [3.3924, -0.6057, 0.7528], [3.0454, 0.5264, 1.5097], [4.6542, -2.5909, 1.1127], [5.4995, -1.6881, -0.1681], [5.7373, -3.4464, -0.0163], [2.4677, -3.3106, -2.7222], [0.5449, -1.9385, -3.4579], [-2.6947, 0.0204, 0.2578], [-3.7148, 2.1024, 2.0908], [-4.6844, 0.6416, 1.8050], [-0.0354, 1.8418, 2.9977], [-1.4896, 2.3873, 2.1622], [-0.4649, 1.1433, 1.4223], [-1.5489, -0.9640, 4.5069], [-0.2220, 0.2147, 4.6097], [-1.3419, -1.5640, 1.5256], [0.0658, -3.1514, 0.2847], [2.2262, -3.8778, 1.2166], [3.0090, -2.9453, 3.3696], [1.6237, -1.3187, 4.5830], [-3.7896, 3.5586, -2.1494], [-4.1207, 4.4500, -4.4253], [-2.7364, 3.6378, -6.2944], [-0.9929, 1.9121, -5.8828], [1.2762, 0.7319, -0.2251], [3.7745, 0.5660, 2.3177], [2.0417, 0.4286, 1.9336], [3.1121, 1.4457, 0.9190]]}

=====

(3)
{"formula": "C2H2BrNO2", "method": "ωB97M-V with the def2-TZVPD basis set", "smiles": "O=[N+]([O-])/C=C/Br", "max_force_ev_per_a": 9.1, "homo_ev": -9.9, "total_energy_ev": -77728.960, "multiplicity": 1, "de_lowest_kcal_mol": 100.9, "species": ["O", "N", "O", "C", "C", "Br", "H", "H"], "coordinates": [[-1.9120, -1.2128, 0.1466], [-1.6772, 0.0052, 0.1000], [-2.4440, 0.8736, -0.3142], [-0.4247, 0.4844, 0.3688], [0.6776, -0.2838, -0.2524], [2.4678, 0.0643, -0.0045], [-0.0887, 1.4175, 0.9891], [0.3463, -1.0545, -1.0561]]}

=====

(4)
{"formula": "C35H38F10LaN9O6S", "method": "ωB97M-V with the def2-TZVPD basis set", "max_force_ev_per_a": 2.4, "homo_ev": -3.3, "total_energy_ev": -101485.682, "total_charge": -2, "multiplicity": 1, "de_lowest_kcal_mol": 0.0, "species": ["La", "N", "C", "C", "N", "C", "C", "N", "C", "C", "N", "H", "H", "H", "H", "H", "H", "H", "H", "H", "H", "H", "H", "H", "H", "H", "H", "H", "H", "O", "C", "C", "O", "O", "C", "C", "C", "C", "C", "C", "C", "C", "C", "C", "C", "C", "H", "H", "H", "H", "H", "H", "H", "H", "H", "H", "H", "N", "C", "C", "C", "C", "C", "C", "S", "O", "O", "N", "C", "N", "C", "C", "C", "N", "H", "H", "H", "H", "H", "H", "H", "H", "H", "F", "F", "C", "F", "F", "C", "O", "C", "F", "F", "F", "C", "F", "F", "F", "N", "C"], "coordinates": [[13.4379, 14.0892, 11.2367], [15.8179, 15.3181, 11.4066], [15.9777, 16.7608, 11.3212], [15.0237, 17.3740, 10.3329], [13.5745, 16.9458, 10.5667], [12.8380, 17.2567, 9.3412], [12.8842, 16.3110, 8.1467], [13.2160, 14.9105, 8.4336], [13.0817, 17.6994, 11.7552], [11.8366, 17.1449, 12.4382], [11.9524, 15.7766, 12.9066], [16.1185, 14.9206, 10.5004], [16.3615, 14.8978, 12.1841], [15.8582, 17.1975, 12.3253], [17.0443, 16.9792, 11.0505], [15.0961, 18.4766, 10.3324], [15.3127, 17.0578, 9.2870], [11.7486, 17.3037, 9.6083], [13.0917, 18.2374, 8.9270], [11.8773, 16.4831, 7.6971], [13.6396, 16.6613, 7.4552], [12.5258, 14.2472, 8.0597], [14.1351, 14.6620, 8.0639], [13.8836, 17.8114, 12.4819], [12.8376, 18.7050, 11.3973], [11.5794, 17.8568, 13.2352], [10.9893, 17.2143, 11.7364], [12.5206, 15.7169, 13.7256], [11.0179, 15.3677, 13.0530], [12.1995, 12.0163, 7.6765], [11.4714, 11.1691, 8.5018], [11.8188, 11.1587, 10.0449], [11.7530, 10.1374, 10.7456], [12.1604, 12.3311, 10.4555], [10.0069, 11.6729, 8.4648], [9.1395, 11.3694, 9.5098], [7.8131, 11.7936, 9.5061], [7.3258, 12.4783, 8.3887], [8.1914, 12.7745, 7.3393], [9.5106, 12.4041, 7.3695], [11.4435, 9.7318, 7.9123], [11.9434, 9.4761, 6.6214], [12.1835, 8.1490, 6.2707], [11.8369, 7.1153, 7.1100], [11.1973, 7.3722, 8.3427], [10.9818, 8.6884, 8.6897], [13.1310, 11.7920, 7.4608], [9.5408, 10.7927, 10.3441], [7.1630, 11.5158, 10.3339], [6.3180, 12.7672, 8.2764], [7.8121, 13.3517, 6.4877], [10.2384, 12.6793, 6.6016], [12.2123, 10.3071, 5.9707], [12.6797, 7.9731, 5.3165], [12.0356, 6.1118, 6.8126], [10.7416, 6.5691, 8.9158], [10.5298, 8.9379, 9.6483], [19.0084, 8.3611, 9.4722], [18.3833, 9.3419, 8.7288], [18.3698, 9.3062, 7.3322], [17.6321, 10.2441, 6.6082], [16.9119, 11.1889, 7.3084], [16.9431, 11.2919, 8.6930], [17.6848, 10.3861, 9.4129], [15.8864, 12.3389, 6.3295], [14.5059, 11.8695, 6.5025], [16.3846, 12.3474, 4.9557], [15.9856, 13.7567, 7.0975], [17.0974, 14.4222, 7.3155], [17.0120, 15.6332, 7.9451], [18.1455, 16.3213, 8.2099], [19.3846, 15.8871, 7.7845], [19.3957, 14.6359, 7.1386], [18.3155, 13.9283, 6.9626], [18.8937, 7.4451, 9.0777], [18.9542, 8.4042, 10.4964], [18.9773, 8.5562, 6.8271], [17.6994, 10.2219, 5.4953], [16.2695, 12.0022, 9.1733], [17.6208, 10.3319, 10.4835], [17.9963, 17.2341, 8.7672], [20.3449, 16.3451, 8.0462], [20.3109, 14.1906, 6.7593], [15.0902, 13.1508, 10.0506], [13.1983, 10.8312, 14.4284], [13.6443, 11.8073, 15.2154], [14.1373, 11.2461, 16.3670], [12.5788, 12.5381, 15.6158], [14.6633, 12.7339, 14.3986], [14.1584, 13.0487, 13.1939], [14.9146, 14.1249, 15.1446], [15.5292, 14.9588, 14.2913], [13.7329, 14.7550, 15.4483], [15.6843, 14.0025, 16.2537], [16.0711, 11.9674, 14.2913], [16.5328, 11.3724, 15.4120], [16.9927, 12.8741, 13.8834], [16.0694, 10.9753, 13.3233], [10.0662, 15.1875, 9.6898], [10.8864, 14.9965, 10.5002]]}

=====

(5)
{"formula": "BH26O11", "method": "ωB97M-V with the def2-TZVPD basis set", "max_force_ev_per_a": 1.7, "homo_ev": -7.3, "total_energy_ev": -23622.523, "total_charge": -1, "multiplicity": 1, "de_lowest_kcal_mol": 12.0, "species": ["B", "H", "H", "H", "H", "O", "H", "H", "O", "H", "H", "O", "H", "H", "O", "H", "H", "O", "H", "H", "O", "H", "H", "O", "H", "H", "O", "H", "H", "O", "H", "H", "O", "H", "H", "O", "H", "H"], "coordinates": [[-0.3393, 0.0458, -0.3116], [-0.2668, 0.6396, 0.6726], [-0.3796, -1.0835, -0.1247], [-1.2342, 0.4169, -0.9214], [0.6072, 0.2621, -0.9163], [0.2481, 1.8028, 3.4463], [0.0035, 0.9118, 3.1572], [-0.4898, 2.0899, 3.9909], [2.3212, -0.7424, 0.4311], [1.8059, -1.2765, 1.0653], [1.6497, -0.4234, -0.2177], [0.6715, -1.2090, -4.1955], [1.2045, -1.7287, -4.8053], [1.2643, -1.0141, -3.4579], [-2.5698, 2.0451, 0.8956], [-1.9567, 2.7854, 0.8373], [-2.0056, 1.2641, 0.7850], [0.8520, 2.8172, -1.3604], [0.4066, 2.5113, -2.1734], [0.7742, 2.1201, -0.6772], [-1.0620, -0.7577, 2.5683], [-0.9937, -0.2348, 1.7336], [-1.9569, -1.1117, 2.5551], [-0.3101, -3.5610, -0.0964], [-1.1440, -3.8058, -0.5100], [-0.3671, -2.5947, 0.0014], [-1.0871, 2.0397, -3.3877], [-1.5450, 2.8375, -3.1018], [-1.3577, 1.3609, -2.7534], [1.4069, -2.1367, 2.6173], [0.5055, -1.7531, 2.6459], [1.2884, -3.0498, 2.8933], [2.9517, 1.9584, 1.7827], [2.2987, 2.0634, 2.4853], [2.6507, 1.1791, 1.2892], [-1.6488, -1.6056, -2.4258], [-0.8159, -1.8705, -2.8349], [-1.3806, -1.1920, -1.5820]]}

=====

(6)
{"formula": "C3H7NO2", "method": "ωB97M-V with the def2-TZVPD basis set", "smiles": "[H]/N=C\\OCCO", "max_force_ev_per_a": 3.3, "homo_ev": -9.7, "total_energy_ev": -8806.847, "multiplicity": 1, "de_lowest_kcal_mol": 84.9, "species": ["H", "N", "C", "O", "C", "C", "O", "H", "H", "H", "H", "H", "H"], "coordinates": [[-0.1045, 1.0169, 1.4030], [0.4057, 1.6781, 0.8005], [1.3587, 0.9699, 0.3002], [1.3471, -0.2766, -0.1390], [0.1413, -1.0949, -0.2547], [-1.0597, -0.5667, 0.5299], [-1.6268, 0.5013, -0.1415], [2.3775, 1.3539, 0.3090], [0.4648, -2.0763, 0.0922], [-0.0877, -1.1368, -1.3278], [-0.6719, -0.2426, 1.5364], [-1.7261, -1.3879, 0.8333], [-0.8188, 1.2732, 0.0179]]}